Record 1
Below is the molecule C5H9NS, with properties calculated with ωB97M-V/def2-TZVPD.

Calculated values
**ΔE to the lowest compared entry with this formula, charge and spin**: 1.833 eV
**Lowest unoccupied orbital energy**: 0.8 eV
**SMILES string**: C#C[C@](C)(S)CN
**E**: -648.78579 a.u.
**HOMO level**: -8.963 eV
**Charge**: 0

```
16
Properties=species:S:1:pos:R:3:forces:R:3
C 2.764 0.415 0.999 -1.7 -0.3 -1.0
C 1.725 0.189 0.427 0.6 0.2 0.3
C 0.440 -0.087 -0.243 0.2 0.1 0.4
C 0.042 -1.542 -0.004 -0.5 -0.6 -1.3
S 0.671 0.240 -2.032 0.1 0.0 0.0
C -0.619 0.878 0.342 -0.6 -1.2 0.3
N -1.927 0.662 -0.297 0.0 0.0 0.3
H 3.670 0.637 1.457 0.8 0.2 0.5
H 0.815 -2.232 -0.399 -0.4 0.4 0.3
H -0.109 -1.736 1.045 0.0 -0.1 0.5
H -0.915 -1.759 -0.557 0.9 0.2 0.5
H -0.647 0.261 -2.274 -0.1 0.0 0.0
H -0.644 0.730 1.442 0.0 0.0 -0.4
H -0.302 1.866 0.155 0.4 1.2 -0.2
H -2.494 1.498 -0.273 0.2 0.2 -0.1
H -2.470 -0.021 0.213 0.1 -0.2 0.0
```
Forces are in eV/Å.

natural (NBO) atomic charges, in units of e: number 1, C, carries -0.209; number 2, C, carries -0.024; number 3, C, carries -0.229; number 4, C, carries -0.611; number 5, S, carries -0.028; number 6, C, carries -0.214; number 7, N, carries -0.848; number 8, H, carries 0.231; number 9, H, carries 0.231; number 10, H, carries 0.211; number 11, H, carries 0.219; number 12, H, carries 0.149; number 13, H, carries 0.183; number 14, H, carries 0.209; number 15, H, carries 0.369; number 16, H, carries 0.359

***

Record 2
Below is the molecule C5H9NS2, with properties calculated with ωB97M-V/def2-TZVPD.

Calculated values
**ΔE to the lowest compared entry with this formula, charge and spin**: 2.767 eV
**Lowest unoccupied orbital energy**: 0.0 eV
**SMILES string**: NC1(C(=S)S)CCC1
**E**: -1046.94665 a.u.
**HOMO level**: -8.447 eV
**Charge**: 0

```
17
Properties=species:S:1:pos:R:3:forces:R:3
N 1.066 1.606 0.792 1.8 2.3 2.9
C 0.784 0.271 0.547 -2.7 -1.2 -3.4
C -0.438 0.229 -0.403 0.9 0.1 -1.6
S -0.434 -0.371 -1.932 -0.3 0.5 0.8
S -1.917 0.883 0.243 -1.0 0.5 -0.7
C 0.255 -0.841 1.445 -0.7 -1.4 1.1
C 1.202 -1.848 0.603 0.0 0.5 -0.1
C 1.921 -0.577 0.011 0.9 -0.7 0.5
H 2.058 1.562 1.197 -2.0 1.0 -0.3
H 0.379 2.175 1.398 1.6 -1.4 -1.2
H -1.725 0.880 1.565 0.4 0.0 0.1
H -0.878 -1.119 1.306 2.4 0.5 0.6
H 0.405 -0.386 2.460 0.3 -1.7 -0.1
H 0.654 -2.417 -0.164 -0.4 0.7 0.3
H 1.821 -2.639 1.013 0.2 0.4 0.8
H 2.895 -0.421 0.530 -0.8 0.2 0.2
H 2.202 -0.470 -1.044 -0.6 -0.3 0.1
```
Forces are in eV/Å.

natural (NBO) atomic charges, in units of e: number 1, N, carries -0.831; number 2, C, carries -0.007; number 3, C, carries -0.242; number 4, S, carries 0.028; number 5, S, carries 0.099; number 6, C, carries -0.445; number 7, C, carries -0.401; number 8, C, carries -0.414; number 9, H, carries 0.375; number 10, H, carries 0.384; number 11, H, carries 0.109; number 12, H, carries 0.233; number 13, H, carries 0.225; number 14, H, carries 0.223; number 15, H, carries 0.219; number 16, H, carries 0.206; number 17, H, carries 0.240

***

> Among the records above, which one has the lowest ΔE to the lowest compared entry with this formula, charge and spin?

C5H9NS

***

> Which value of charge does entry 2 give?

0

***

> Which value of E does entry 1 give?

-648.78579 a.u.

***

> Which value of E does entry 1 give?

-648.78579 a.u.